Entry 1:
The following is a quantum chemistry calculation of a cluster of 3 separate species, C6H12N2O8 in total at a distorted geometry, from OMol25.

- gap between HOMO and LUMO (alpha / beta) (eV) = 6.3 / 6.3
- 2S+1 = 1
- total charge = 0

Geometry (Å):
C (1.078, -2.789, -1.350)
C (0.901, -1.988, -0.072)
C (-0.345, -1.114, -0.091)
C (-0.433, -0.110, 1.111)
C (-1.559, 1.021, 0.933)
C (-1.318, 2.253, 1.770)
O (-1.537, 1.412, -0.433)
N (-2.798, 0.874, -1.170)
O (-3.725, 0.556, -0.454)
O (-2.655, 0.896, -2.366)
O (0.697, 0.339, 1.557)
O (1.256, 1.919, 0.085)
O (1.658, 1.107, -0.780)
N (3.605, 1.134, -0.809)
O (3.961, 0.219, -1.515)
O (4.125, 1.993, -0.144)
H (1.964, -3.418, -1.248)
H (0.218, -3.439, -1.537)
H (1.217, -2.132, -2.213)
H (0.821, -2.666, 0.787)
H (1.769, -1.338, 0.094)
H (-0.375, -0.531, -1.021)
H (-1.234, -1.762, -0.094)
H (-0.963, -0.698, 1.898)
H (-2.553, 0.611, 1.138)
H (-1.395, 2.006, 2.834)
H (-0.311, 2.635, 1.572)
H (-2.067, 3.012, 1.515)



Entry 2:
The following is a quantum chemistry calculation of a cluster of 2 separate species, C14H15F3N3O8S in total at a distorted geometry, from OMol25.

- gap between HOMO and LUMO (eV) = 4.1
- 2S+1 = 1
- total charge = -1

Geometry (Å):
C (-0.987, 0.571, -5.797)
C (-0.611, 1.311, -4.534)
O (-1.027, 0.548, -3.347)
C (-0.521, 1.019, -2.205)
N (-0.867, 0.324, -0.936)
N (-1.521, -0.725, -1.051)
C (-2.108, -1.493, 0.020)
O (-1.658, -1.632, 1.137)
O (-3.201, -2.122, -0.491)
C (-3.738, -3.096, 0.460)
C (-4.907, -3.866, -0.113)
O (0.226, 1.986, -2.100)
H (-0.740, 1.173, -6.683)
H (-0.424, -0.365, -5.892)
H (-2.057, 0.347, -5.849)
H (0.474, 1.461, -4.499)
H (-1.099, 2.295, -4.511)
H (-2.919, -3.789, 0.698)
H (-4.041, -2.565, 1.375)
H (-5.233, -4.574, 0.656)
H (-5.770, -3.234, -0.348)
H (-4.633, -4.461, -0.990)
F (4.839, -2.765, -0.182)
C (3.726, -2.008, -0.289)
F (3.800, -1.266, -1.419)
F (2.636, -2.808, -0.364)
S (3.638, -0.942, 1.218)
C (2.120, -0.134, 0.971)
C (1.852, 0.932, 1.850)
C (0.718, 1.756, 1.583)
C (0.352, 2.747, 2.453)
C (1.117, 3.006, 3.610)
N (0.697, 4.017, 4.526)
O (1.360, 4.255, 5.561)
O (-0.354, 4.646, 4.249)
C (2.277, 2.255, 3.863)
C (2.654, 1.250, 3.007)
O (3.562, -1.841, 2.350)
O (4.751, -0.022, 1.049)
H (1.578, -0.268, 0.036)
H (0.150, 1.568, 0.668)
H (-0.532, 3.339, 2.294)
H (2.853, 2.471, 4.751)
H (3.570, 0.701, 3.215)



Entry 3:
The following is a quantum chemistry calculation of the ion C7H6BrN2S2 with charge +1 at a distorted geometry, from OMol25.

- gap between HOMO and LUMO (alpha / beta) (eV) = 7.3 / 7.3
- 2S+1 = 1
- total charge = +1

Geometry (Å):
C (0.438, 2.988, 0.061)
C (-0.483, 2.045, -0.338)
C (1.102, 1.036, 0.819)
C (-0.802, -0.353, 0.089)
C (0.814, -1.415, 1.194)
C (-0.717, -1.314, -0.954)
C (-0.680, -2.837, -0.365)
N (0.010, 0.801, 0.032)
N (1.359, 2.384, 0.913)
S (1.862, -0.284, 1.720)
S (0.470, -2.999, 1.056)
Br (-2.162, 2.394, -1.034)
H (0.379, 4.151, 0.038)
H (-1.706, -1.541, -1.504)
H (-0.038, -1.119, -1.704)
H (-1.788, -3.083, -0.085)
H (-0.345, -3.532, -1.050)
H (2.286, 2.677, 1.112)



Entry 4:
The following is a quantum chemistry calculation of a structure of composition C57H142CuN9O19 at a distorted geometry, from OMol25.

- gap between HOMO and LUMO (eV) = 2.9
- 2S+1 = 1
- total charge = 0

Geometry (Å):
Cu (-1.810, -4.207, -5.184)
C (-0.473, 0.520, -0.868)
C (0.411, 0.494, -2.145)
C (1.873, 0.676, -1.720)
O (0.110, -0.673, -2.829)
H (-0.469, 1.512, -0.416)
H (-0.128, -0.166, -0.094)
H (-1.542, 0.369, -1.013)
H (0.164, 1.402, -2.696)
H (2.016, 1.326, -0.857)
H (2.453, 1.043, -2.567)
H (2.374, -0.264, -1.487)
C (2.050, 7.456, -0.660)
O (1.380, 7.449, -1.845)
C (0.022, 7.007, -1.842)
C (-0.362, 6.846, -3.337)
N (-1.743, 7.267, -3.692)
C (-2.791, 6.405, -3.155)
C (-4.158, 6.974, -3.494)
O (-5.228, 6.121, -3.068)
C (-6.524, 6.390, -3.571)
H (2.165, 6.432, -0.305)
H (1.531, 8.017, 0.117)
H (2.990, 7.976, -0.842)
H (-0.635, 7.761, -1.408)
H (-0.096, 6.051, -1.330)
H (-0.088, 5.893, -3.790)
H (0.175, 7.506, -4.018)
H (-1.757, 7.372, -4.696)
H (-2.665, 6.390, -2.072)
H (-2.628, 5.406, -3.558)
H (-4.237, 7.228, -4.551)
H (-4.273, 7.960, -3.045)
H (-7.102, 5.550, -3.186)
H (-6.562, 6.377, -4.661)
H (-6.925, 7.333, -3.197)
C (2.350, 10.661, 5.746)
O (3.545, 10.034, 5.365)
C (4.741, 10.372, 6.003)
C (5.079, 9.352, 7.101)
N (5.107, 8.024, 6.545)
C (4.890, 6.888, 7.466)
C (4.826, 5.581, 6.760)
O (3.587, 5.377, 5.998)
C (3.441, 4.192, 5.219)
H (2.032, 10.221, 6.691)
H (1.616, 10.323, 5.013)
H (2.363, 11.750, 5.785)
H (4.627, 11.339, 6.494)
H (5.574, 10.403, 5.301)
H (4.225, 9.502, 7.761)
H (5.976, 9.681, 7.624)
H (4.557, 8.065, 5.699)
H (4.009, 7.055, 8.086)
H (5.762, 6.907, 8.120)
H (4.856, 4.797, 7.516)
H (5.689, 5.334, 6.142)
H (4.289, 4.031, 4.554)
H (2.512, 4.205, 4.649)
H (3.378, 3.399, 5.964)
C (7.432, -4.251, 2.785)
O (8.420, -5.251, 3.178)
C (8.543, -6.303, 2.225)
C (9.411, -7.371, 2.873)
N (8.910, -7.891, 4.090)
C (9.775, -8.931, 4.672)
C (10.797, -8.304, 5.620)
O (11.810, -7.713, 4.873)
C (13.115, -7.591, 5.485)
H (7.293, -3.539, 3.598)
H (6.432, -4.662, 2.647)
H (7.870, -3.737, 1.929)
H (8.915, -6.011, 1.243)
H (7.581, -6.745, 1.964)
H (10.341, -6.818, 3.007)
H (9.582, -8.216, 2.206)
H (8.949, -7.133, 4.756)
H (10.255, -9.543, 3.909)
H (9.260, -9.623, 5.339)
H (11.165, -9.182, 6.152)
H (10.330, -7.516, 6.212)
H (13.012, -6.918, 6.336)
H (13.813, -7.175, 4.758)
H (13.555, -8.561, 5.715)
C (-12.556, -3.694, 4.195)
O (-11.553, -2.663, 4.438)
C (-11.458, -1.721, 3.392)
C (-10.520, -0.571, 3.738)
N (-11.185, 0.464, 4.484)
C (-10.219, 1.562, 4.694)
C (-9.755, 2.292, 3.393)
O (-8.629, 1.614, 2.911)
C (-7.985, 2.003, 1.678)
H (-12.643, -4.477, 4.948)
H (-12.428, -4.153, 3.214)
H (-13.535, -3.216, 4.145)
H (-12.422, -1.234, 3.249)
H (-11.117, -2.103, 2.429)
H (-10.074, -0.175, 2.826)
H (-9.653, -0.940, 4.284)
H (-11.588, 0.163, 5.360)
H (-9.351, 1.231, 5.265)
H (-10.563, 2.348, 5.367)
H (-9.408, 3.309, 3.570)
H (-10.562, 2.348, 2.662)
H (-8.666, 1.885, 0.835)
H (-7.147, 1.316, 1.563)
H (-7.595, 3.020, 1.643)
C (-6.873, -4.880, 0.428)
O (-7.957, -5.796, 0.671)
C (-7.673, -7.130, 0.208)
C (-8.959, -7.834, 0.053)
N (-8.818, -9.248, -0.252)
C (-10.138, -9.904, -0.180)
C (-10.835, -9.875, -1.583)
O (-12.046, -10.531, -1.454)
C (-12.662, -10.559, -2.713)
H (-7.053, -3.953, 0.972)
H (-6.780, -4.652, -0.634)
H (-5.976, -5.331, 0.853)
H (-7.109, -7.570, 1.030)
H (-7.028, -7.214, -0.667)
H (-9.444, -7.351, -0.796)
H (-9.642, -7.616, 0.874)
H (-8.060, -9.707, 0.234)
H (-10.803, -9.631, 0.639)
H (-9.909, -10.950, 0.022)
H (-10.139, -10.246, -2.335)
H (-10.924, -8.828, -1.871)
H (-13.563, -11.172, -2.755)
H (-12.010, -10.968, -3.485)
H (-13.055, -9.624, -3.112)
C (7.747, 4.749, -4.583)
O (8.581, 5.086, -3.489)
C (8.709, 4.144, -2.434)
C (9.864, 4.506, -1.534)
N (11.130, 4.400, -2.283)
C (12.314, 4.940, -1.515)
C (13.623, 4.579, -2.195)
O (13.725, 5.168, -3.503)
C (14.632, 4.517, -4.396)
H (6.691, 4.676, -4.322)
H (8.072, 3.808, -5.027)
H (7.854, 5.393, -5.455)
H (8.725, 3.118, -2.800)
H (7.735, 4.181, -1.947)
H (9.916, 3.802, -0.704)
H (9.811, 5.518, -1.133)
H (11.015, 5.007, -3.082)
H (12.354, 4.511, -0.513)
H (12.328, 6.021, -1.375)
H (13.675, 3.490, -2.199)
H (14.461, 4.902, -1.578)
H (15.691, 4.495, -4.138)
H (14.589, 4.979, -5.382)
H (14.407, 3.457, -4.508)
C (1.003, -4.550, 6.268)
O (0.230, -3.520, 5.714)
C (-0.343, -2.672, 6.669)
C (-1.394, -1.826, 6.004)
N (-1.938, -0.835, 6.927)
C (-2.908, -0.044, 6.169)
C (-3.362, 1.175, 7.052)
O (-4.299, 0.609, 7.996)
C (-4.609, 1.498, 9.088)
H (0.414, -5.165, 6.949)
H (1.841, -4.178, 6.856)
H (1.514, -5.062, 5.452)
H (0.367, -1.917, 7.005)
H (-0.823, -3.198, 7.494)
H (-2.144, -2.557, 5.701)
H (-1.074, -1.341, 5.082)
H (-2.440, -1.326, 7.651)
H (-3.819, -0.607, 5.966)
H (-2.505, 0.304, 5.218)
H (-3.699, 1.942, 6.355)
H (-2.441, 1.473, 7.553)
H (-4.882, 2.501, 8.759)
H (-3.804, 1.654, 9.806)
H (-5.434, 1.204, 9.737)
C (2.348, 2.704, -8.723)
O (3.109, 1.516, -9.037)
C (2.925, 0.552, -8.016)
C (4.031, -0.474, -8.234)
N (3.981, -1.389, -7.116)
C (5.310, -1.396, -6.448)
C (6.472, -2.053, -7.252)
O (7.718, -2.296, -6.574)
C (8.315, -1.203, -5.864)
H (2.467, 3.117, -7.721)
H (1.316, 2.396, -8.887)
H (2.559, 3.544, -9.385)
H (1.943, 0.082, -8.062)
H (3.116, 1.019, -7.049)
H (4.946, 0.108, -8.349)
H (3.638, -1.034, -9.083)
H (3.253, -1.086, -6.485)
H (5.183, -2.086, -5.614)
H (5.592, -0.406, -6.088)
H (6.689, -1.568, -8.204)
H (6.066, -2.986, -7.644)
H (9.310, -1.512, -5.545)
H (7.856, -1.118, -4.880)
H (8.338, -0.343, -6.534)
C (-4.820, -6.447, -5.281)
O (-5.275, -5.119, -5.047)
C (-6.473, -4.797, -5.773)
C (-6.850, -3.320, -5.576)
N (-5.721, -2.480, -6.100)
C (-5.626, -1.089, -5.648)
C (-6.803, -0.249, -6.171)
O (-6.793, -0.254, -7.567)
C (-7.707, 0.656, -8.248)
H (-5.643, -7.160, -5.327)
H (-4.037, -6.688, -4.563)
H (-4.285, -6.568, -6.223)
H (-7.346, -5.392, -5.505)
H (-6.375, -5.047, -6.829)
H (-6.955, -3.089, -4.516)
H (-7.703, -2.903, -6.112)
H (-5.830, -2.303, -7.089)
H (-4.761, -0.526, -6.001)
H (-5.505, -1.081, -4.565)
H (-6.486, 0.757, -5.896)
H (-7.748, -0.452, -5.668)
H (-7.524, 1.716, -8.070)
H (-8.745, 0.431, -8.001)
H (-7.611, 0.554, -9.329)



Entry 5:
The following is a quantum chemistry calculation of a cluster of 2 separate species, C3H4ClN3 in total at a distorted geometry, from OMol25.

- gap between HOMO and LUMO (alpha / beta) (eV) = 8.5 / 7.6
- 2S+1 = 1
- total charge = 0

Geometry (Å):
C (-2.236, -0.446, 0.584)
C (-1.334, 0.330, -0.117)
C (1.368, -0.692, -0.096)
N (-2.936, -1.048, 1.273)
N (-1.301, 1.251, -0.911)
N (0.735, 0.018, 1.003)
Cl (1.139, 1.627, 0.815)
H (1.355, -1.816, 0.051)
H (1.056, -0.305, -1.092)
H (2.498, -0.622, -0.305)
H (-0.346, 1.702, -1.206)



Entry 6:
The following is a quantum chemistry calculation of a cluster of 2 separate species, C6H11O in total at a distorted geometry, from OMol25.

- gap between HOMO and LUMO (eV) = 6.9
- 2S+1 = 1
- total charge = -1

Geometry (Å):
C (-1.358, 0.147, 1.709)
O (-0.368, 0.640, 0.877)
C (-1.130, 0.593, 3.141)
H (-1.430, -0.959, 1.780)
H (-2.353, 0.546, 1.442)
H (-1.802, 0.194, 3.831)
H (-1.177, 1.750, 3.187)
H (-0.046, 0.318, 3.371)
C (2.247, -1.504, -1.205)
C (1.225, -0.578, -1.094)
C (0.396, -0.202, -2.228)
C (-0.594, 0.768, -2.107)
H (2.479, -1.992, -2.125)
H (2.874, -1.742, -0.287)
H (0.999, -0.104, -0.109)
H (0.602, -0.683, -3.232)
H (-1.195, 0.983, -3.020)
H (-0.714, 1.226, -1.145)



Entry 7:
The following is a quantum chemistry calculation of a cluster of 2 separate species, C3H6N3S2 in total at a distorted geometry, from OMol25.

- gap between HOMO and LUMO (eV) = 7.0
- 2S+1 = 1
- total charge = +1

Geometry (Å):
C (2.157, -2.549, -0.089)
C (1.729, -3.125, -1.025)
C (-0.720, 1.795, 0.325)
N (-0.731, 0.787, -0.444)
N (-0.649, 3.031, -0.248)
N (-0.793, -0.455, -0.276)
S (-0.839, 1.709, 2.079)
S (-1.484, -1.308, 0.900)
H (2.821, -2.233, 0.668)
H (1.363, -3.729, -1.775)
H (-0.648, 3.100, -1.316)
H (-0.451, 3.901, 0.159)
H (-0.605, -1.098, -1.031)
H (-1.148, 0.172, 2.076)



Entry 8:
The following is a quantum chemistry calculation of a cluster of 2 separate species, CH5ClNPS in total at a distorted geometry, from OMol25.

- gap between HOMO and LUMO (alpha / beta) (eV) = 7.5 / 7.6
- 2S+1 = 1
- total charge = 0

Geometry (Å):
C (1.365, 0.232, 1.380)
N (-0.631, -0.393, -1.820)
P (-0.879, 0.013, -0.274)
S (-2.110, -1.255, 0.553)
Cl (-1.484, 1.972, -0.089)
H (0.972, 0.820, 2.145)
H (1.568, -0.745, 1.734)
H (2.177, 0.561, 0.758)
H (-0.993, -1.273, -1.968)
H (0.016, 0.068, -2.419)



Entry 9:
The following is a quantum chemistry calculation of a cluster of 4 separate species, C21H53N4O7PS in total, from OMol25.

- gap between HOMO and LUMO (eV) = 8.6
- 2S+1 = 1
- total charge = 0

Geometry (Å):
N (0.308, 0.580, -0.762)
C (0.111, 0.341, -2.144)
O (1.295, 0.497, -2.961)
S (0.957, -0.053, -4.422)
O (0.607, 1.022, -5.274)
O (2.005, -0.954, -4.754)
O (-0.374, -0.838, -4.032)
C (-0.388, -1.032, -2.570)
C (-1.777, -1.362, -2.082)
O (-2.620, -0.274, -2.454)
O (-3.919, -0.820, -2.714)
P (0.686, -2.539, -2.189)
O (-0.069, -3.581, -1.456)
H (-0.217, 1.393, -0.462)
H (1.282, 0.750, -0.545)
H (-0.613, 1.053, -2.557)
H (-1.759, -1.476, -0.997)
H (-2.142, -2.274, -2.550)
H (-4.060, -0.511, -3.620)
H (1.817, -2.048, -1.512)
H (1.105, -2.910, -3.469)
C (-4.241, 1.331, 0.141)
C (-3.854, 0.065, 0.887)
N (-4.379, 0.002, 2.239)
C (-3.792, -1.064, 3.032)
C (-4.046, -2.515, 2.603)
C (-5.817, 0.169, 2.358)
C (-6.721, -0.812, 1.598)
H (-3.945, 2.223, 0.697)
H (-3.733, 1.340, -0.824)
H (-5.312, 1.390, -0.056)
H (-2.762, 0.028, 0.967)
H (-4.146, -0.801, 0.272)
H (-4.123, -0.934, 4.066)
H (-2.710, -0.895, 3.044)
H (-5.058, -2.842, 2.838)
H (-3.360, -3.177, 3.134)
H (-3.878, -2.660, 1.535)
H (-6.065, 1.182, 2.033)
H (-6.064, 0.144, 3.422)
H (-6.367, -0.982, 0.580)
H (-7.731, -0.403, 1.530)
H (-6.796, -1.778, 2.095)
C (0.789, 0.532, 2.572)
C (0.944, 1.886, 1.900)
N (-0.334, 2.487, 1.553)
C (-0.207, 3.636, 0.670)
C (0.511, 4.883, 1.198)
C (-1.281, 2.626, 2.651)
C (-0.847, 3.445, 3.873)
H (0.184, -0.130, 1.954)
H (1.767, 0.067, 2.706)
H (0.321, 0.590, 3.554)
H (1.497, 1.753, 0.963)
H (1.575, 2.530, 2.533)
H (-1.210, 3.915, 0.337)
H (0.318, 3.293, -0.228)
H (-0.101, 5.442, 1.904)
H (0.738, 5.551, 0.366)
H (1.456, 4.635, 1.684)
H (-1.552, 1.624, 2.990)
H (-2.202, 3.044, 2.238)
H (0.171, 3.204, 4.183)
H (-1.507, 3.223, 4.714)
H (-0.902, 4.518, 3.695)
C (3.790, -0.438, 0.265)
C (4.950, -1.338, -0.138)
N (4.579, -2.183, -1.264)
C (5.450, -3.326, -1.476)
C (6.909, -3.061, -1.867)
C (4.190, -1.470, -2.476)
C (5.234, -0.573, -3.152)
H (2.910, -1.048, 0.482)
H (4.046, 0.120, 1.169)
H (3.533, 0.293, -0.502)
H (5.171, -1.992, 0.710)
H (5.860, -0.744, -0.314)
H (4.987, -3.965, -2.232)
H (5.443, -3.910, -0.550)
H (7.006, -2.741, -2.903)
H (7.488, -3.979, -1.755)
H (7.370, -2.305, -1.229)
H (3.320, -0.855, -2.250)
H (3.826, -2.210, -3.193)
H (5.782, 0.031, -2.427)
H (4.732, 0.109, -3.840)
H (5.956, -1.143, -3.734)



Entry 10:
The following is a quantum chemistry calculation of an isolated molecule of C3H5N3O at a distorted geometry, from OMol25.

- gap between HOMO and LUMO (eV) = 7.9
- 2S+1 = 1
- total charge = 0

Geometry (Å):
N (-2.040, -0.855, 1.028)
C (-0.737, -0.701, 0.644)
N (0.437, -1.038, 0.602)
C (1.375, -0.105, -0.038)
O (2.426, -0.612, -0.762)
C (0.710, 0.988, -0.549)
N (-0.598, 1.060, -0.348)
H (-2.572, -1.603, 0.588)
H (-2.442, 0.042, 0.784)
H (3.143, -0.907, -0.194)
H (1.262, 1.762, -1.092)
H (-0.965, 1.969, -0.664)



Entry 11:
The following is a quantum chemistry calculation of the ion C3H7N2OS with charge +1 at a distorted geometry, from OMol25.

- gap between HOMO and LUMO (eV) = 9.7
- 2S+1 = 1
- total charge = +1

Geometry (Å):
C (0.221, 1.023, -0.167)
C (-0.274, -1.325, 0.003)
C (-1.522, -0.742, 0.812)
N (0.618, -0.170, -0.437)
N (0.857, 2.150, -0.196)
O (1.972, -0.474, -0.542)
S (-1.684, 1.001, 0.431)
H (0.307, -1.905, 0.636)
H (-0.656, -1.705, -0.990)
H (-2.367, -1.288, 0.429)
H (-1.582, -0.744, 1.956)
H (1.790, 2.310, -0.497)
H (0.331, 3.090, -0.154)
H (1.989, -1.222, -1.284)